# C5H12O2

A cluster of 2 separate species, C5H12O2 in total (the ωB97M-V functional and the def2-TZVPD basis, OMol25).

Results
Multiplicity: 1
LUMO level (eV): 0.735
Energy (hartree): -348.160904
HOMO (Eh): -0.32223
Frontier orbital gap (Eh): 0.3493
SMILES string: CC/C=C(\C)O.O

Last column: Löwdin charge in e.
CARTESIAN COORDINATES (ANGSTROEM)
C 2.233 0.389 1.030  -0.111
C 1.111 0.728 0.056  -0.256
C 0.314 -0.463 -0.390  -0.104
C -0.895 -0.439 -0.959  -0.420
C -1.614 0.813 -1.346  -0.019
O -1.442 -1.633 -1.377  0.026
H 1.829 -0.003 1.966  0.067
H 2.907 -0.363 0.612  0.073
H 2.834 1.273 1.265  0.071
H 0.452 1.452 0.535  0.105
H 1.523 1.232 -0.820  0.113
H 0.749 -1.440 -0.217  0.123
H -1.395 1.072 -2.383  0.094
H -2.697 0.733 -1.261  0.081
H -1.325 1.663 -0.732  0.076
H -2.401 -1.585 -1.281  0.103
O -0.784 -0.955 2.111  -0.064
H -0.394 -1.823 1.975  0.041
H -1.004 -0.649 1.216  -0.001

# C4H12ClMnO4

A structure of composition C4H12ClMnO4 (the ωB97M-V functional and the def2-TZVPD basis, OMol25).

Results
Multiplicity: 6
LUMO level (spin up / spin down) (eV): -8.534 / -8.560
Energy (hartree): -2071.372170
HOMO (spin up / spin down) (Eh): -0.45943 / -0.45931
Net charge: +1
Frontier orbital gap (spin up / spin down) (Eh): 0.1458 / 0.1447

Last column: Mulliken spin population.
CARTESIAN COORDINATES (ANGSTROEM)
Mn 27.377 -0.386 14.404  4.924
Cl 28.700 -0.694 12.524  0.072
C 28.051 3.271 10.944  -0.002
C 28.428 2.392 9.779  0.001
O 27.790 1.112 9.817  0.001
O 26.809 3.923 10.727  0.000
H 28.816 4.046 11.013  0.000
H 28.056 2.751 11.913  0.002
H 29.515 2.323 9.656  0.000
H 28.107 2.810 8.824  0.000
H 28.005 0.693 10.655  0.001
H 26.124 3.251 10.647  0.000
C 32.146 1.691 11.989  0.000
C 31.920 0.456 11.123  0.001
O 31.800 -0.783 11.809  -0.001
O 30.902 2.399 12.195  0.000
H 32.837 2.314 11.426  0.000
H 32.528 1.451 12.981  0.000
H 32.655 0.296 10.332  0.000
H 31.030 0.679 10.515  -0.001
H 30.889 -0.892 12.099  0.000
H 30.538 1.978 12.978  0.001

# C5H7N2

The ion C5H7N2 with charge +1 (the ωB97M-V functional and the def2-TZVPD basis, OMol25).

Results
Multiplicity: 1
LUMO level (spin up / spin down) (eV): -6.620 / -6.620
Energy (hartree): -303.889961
HOMO (spin up / spin down) (Eh): -0.53083 / -0.53078
Net charge: +1
Frontier orbital gap (spin up / spin down) (Eh): 0.2876 / 0.2875
SMILES string: C=C1C=NC(C)=[NH+]1

Last column: Löwdin charge in e.
CARTESIAN COORDINATES (ANGSTROEM)
C 0.220 -0.137 -2.603  0.240
C -0.250 -0.225 -1.317  -0.273
C -1.595 -0.453 -0.767  0.083
N -1.581 -0.225 0.536  0.159
C -0.357 -0.004 0.973  -0.189
C 0.135 0.067 2.302  0.020
N 0.607 -0.048 -0.262  0.181
H 1.104 0.310 -2.994  0.089
H -0.219 -0.556 -3.491  0.093
H -2.382 -0.778 -1.287  0.100
H -0.006 1.207 2.584  0.175
H 1.207 -0.148 2.330  0.112
H -0.530 -0.281 3.039  0.091
H 1.547 0.104 -0.255  0.119

The calculation returns the following max |F| values, one per record and in order: 0.86; 2.55; 8.44 eV/Å.